(1)
{
  "formula": "C20H50MgNO2P2Si4Te",
  "method": "ωB97M-V with the def2-TZVPD basis set",
  "lumo_energy_ha": [-0.1867, -0.1884],
  "e_tot_ev": -89956.7699,
  "charge": 1,
  "de_lowest_kj_mol": 422.9,
  "species": ["Mg", "P", "C", "C", "N", "C", "C", "C", "C", "C", "P", "H", "H", "H", "H", "H", "H", "H", "H", "O", "H", "H", "O", "H", "C", "H", "H", "H", "C", "H", "H", "H", "C", "H", "H", "H", "C", "H", "H", "H", "C", "Si", "C", "C", "Si", "Te", "Si", "C", "C", "C", "Si", "C", "C", "C", "H", "H", "H", "H", "H", "H", "H", "H", "H", "H", "H", "H", "H", "H", "H", "H", "H", "H", "H", "H", "H", "H", "H", "H", "H", "H", "H"],
  "coordinates": [[0.189, -0.874, -4.612], [-2.046, -0.032, -3.431], [-2.118, 1.110, -4.931], [-0.737, 1.715, -5.385], [0.425, 1.107, -5.077], [1.650, 1.614, -5.220], [1.733, 2.883, -5.824], [0.593, 3.506, -6.323], [-0.678, 2.962, -6.053], [2.798, 0.834, -4.517], [2.433, -0.681, -3.495], [-1.588, 3.591, -6.126], [2.721, 3.331, -5.714], [0.688, 4.508, -6.782], [3.462, 0.581, -5.370], [3.171, 1.655, -3.857], [-2.722, 0.842, -5.737], [-2.748, 1.994, -4.643], [-1.659, -5.056, -5.915], [-1.924, -4.149, -5.816], [-2.282, -4.242, -6.733], [0.152, -2.157, 0.242], [-0.061, -2.667, -0.618], [-1.105, -2.759, -0.747], [3.832, -1.677, -4.006], [4.737, -1.186, -4.374], [4.132, -2.304, -3.178], [3.541, -2.360, -4.791], [3.147, -0.124, -1.884], [2.443, -0.351, -1.053], [4.108, -0.638, -1.658], [3.349, 0.969, -1.825], [-2.353, 1.314, -2.206], [-3.419, 1.657, -2.314], [-2.151, 0.828, -1.218], [-1.649, 2.164, -2.377], [-3.753, -0.657, -3.422], [-3.744, -1.336, -2.550], [-4.457, 0.176, -3.233], [-4.010, -1.202, -4.346], [-3.390, -0.465, 2.785], [-2.028, -1.238, 3.838], [-2.204, -0.792, 5.665], [-1.960, -3.077, 3.590], [-0.087, -0.238, 2.977], [-0.147, -0.168, 0.495], [-0.034, 2.075, 3.592], [0.279, 2.266, 5.438], [1.389, 2.888, 2.649], [-1.710, 2.828, 3.160], [1.772, -1.322, 3.801], [1.621, -1.460, 5.663], [1.835, -2.987, 2.975], [3.240, -0.245, 3.385], [-4.304, -0.906, 3.229], [-3.293, -0.780, 1.729], [-3.420, 0.637, 2.854], [-3.154, -1.298, 5.934], [-1.377, -1.193, 6.281], [-2.296, 0.298, 5.830], [-1.986, -3.325, 2.515], [-1.091, -3.564, 4.066], [-2.894, -3.436, 4.066], [1.238, 1.814, 5.746], [0.322, 3.372, 5.533], [-0.548, 1.854, 6.041], [1.311, 2.728, 1.557], [1.241, 3.962, 2.895], [2.372, 2.541, 3.022], [-1.970, 2.685, 2.094], [-2.514, 2.427, 3.808], [-1.539, 3.904, 3.380], [0.734, -2.019, 5.992], [2.532, -2.017, 5.942], [1.629, -0.482, 6.167], [1.631, -2.954, 1.895], [2.873, -3.318, 3.134], [1.155, -3.708, 3.450], [3.307, -0.004, 2.314], [3.256, 0.691, 3.964], [4.107, -0.865, 3.673]],
  "atomic_forces_ev_per_a": [[-0.63, -0.07, 1.57], [-0.78, 1.59, -1.07], [1.36, 2.21, 1.07], [-0.71, 1.41, -0.69], [-1.32, -1.75, 0.07], [-1.07, 0.55, 0.31], [1.09, -1.05, 0.77], [-0.31, 0.44, 0.49], [0.11, -0.19, 0.92], [-0.68, 2.02, -1.56], [1.61, 1.35, 0.43], [0.68, -0.67, -0.45], [-0.35, 0.34, -0.76], [-0.13, -0.73, 0.30], [0.25, 0.18, 0.93], [0.55, -0.97, -0.50], [-0.51, -1.44, -1.73], [0.78, -0.45, 0.28], [1.04, -1.28, 1.54], [-0.58, -0.14, -2.11], [-0.36, 1.60, 0.59], [-0.90, -0.94, -1.22], [-2.50, -2.06, -1.30], [3.54, 0.50, 1.10], [0.46, -1.29, -0.81], [-0.33, 0.50, 0.30], [-0.04, -0.18, 0.27], [-0.09, -0.31, -0.36], [-0.40, 0.24, 1.44], [0.26, 0.12, -0.35], [-0.74, 0.17, -0.49], [-0.37, -0.72, -0.31], [0.66, -0.08, 0.62], [1.15, -0.36, 0.07], [-0.22, 0.81, -0.37], [-0.47, -0.72, 0.37], [0.00, -0.79, 0.04], [-0.49, 0.13, -0.44], [0.39, -0.55, -0.23], [0.05, 0.08, 0.53], [-0.47, -0.52, 0.47], [1.39, 1.37, -0.75], [-0.45, -0.30, -0.14], [-0.59, -0.43, 0.20], [-0.32, 0.87, 0.43], [0.02, 2.17, 0.58], [0.02, -1.99, -0.40], [-0.06, 0.57, -0.27], [-0.36, 0.47, 0.25], [0.40, 0.48, 0.16], [-1.28, 1.04, -0.48], [0.41, -0.29, 0.07], [0.62, -0.39, 0.16], [0.64, -0.40, 0.10], [-0.11, 0.43, -0.50], [-0.04, 0.19, 0.53], [-0.01, -0.62, -0.03], [0.41, 0.38, 0.40], [-0.48, 0.20, -0.28], [-0.02, -0.58, -0.07], [0.06, 0.03, 0.42], [-0.45, 0.24, -0.19], [0.43, -0.34, -0.27], [-0.40, 0.30, -0.08], [0.08, -0.53, 0.57], [0.40, 0.26, -0.17], [0.04, 0.09, 0.57], [0.51, -0.32, -0.37], [-0.54, 0.28, -0.23], [0.13, 0.12, 0.53], [0.43, 0.32, -0.32], [-0.61, -0.33, -0.24], [0.33, 0.08, -0.12], [-0.32, 0.12, 0.41], [0.03, -0.30, -0.19], [0.08, 0.06, 0.34], [-0.21, -0.39, -0.21], [0.22, 0.19, -0.16], [-0.06, -0.12, 0.31], [-0.01, -0.38, -0.13], [0.16, 0.48, -0.16]],
  "mulliken_charge": [0.480, 0.764, -1.420, 0.716, -0.054, 0.613, -0.684, -0.312, -0.794, -1.025, 0.945, 0.387, 0.423, 0.389, 0.355, 0.404, 0.663, 0.447, 0.297, -0.579, 0.315, 0.178, -0.670, 0.280, -1.359, 0.390, 0.436, 0.389, -0.734, -0.132, 0.337, 0.290, -0.970, 0.478, -0.076, 0.341, -1.284, 0.388, 0.410, 0.391, -0.884, 0.374, -0.894, -0.948, 0.272, -0.537, 0.226, -0.887, -0.849, -1.004, 0.373, -0.934, -1.004, -1.011, 0.342, 0.138, 0.212, 0.377, 0.248, 0.207, 0.229, 0.220, 0.367, 0.218, 0.355, 0.240, 0.140, 0.365, 0.244, 0.222, 0.249, 0.383, 0.227, 0.372, 0.224, 0.251, 0.388, 0.253, 0.200, 0.215, 0.410]
}

(2)
{
  "formula": "C20H50N2O5P",
  "method": "ωB97M-V with the def2-TZVPD basis set",
  "lumo_energy_ha": -0.1288,
  "e_tot_ev": -44042.5384,
  "charge": 1,
  "species": ["C", "O", "C", "C", "C", "C", "C", "C", "C", "P", "H", "H", "H", "H", "H", "H", "H", "H", "H", "H", "H", "H", "H", "H", "H", "H", "H", "H", "H", "H", "C", "O", "C", "C", "N", "C", "C", "O", "C", "H", "H", "H", "H", "H", "H", "H", "H", "H", "H", "H", "H", "H", "H", "H", "C", "O", "C", "C", "N", "C", "C", "O", "C", "H", "H", "H", "H", "H", "H", "H", "H", "H", "H", "H", "H", "H", "H", "H"],
  "coordinates": [[-4.030, -4.065, -1.814], [-3.020, -5.136, -1.946], [-1.663, -4.510, -1.847], [-0.525, -5.259, -2.759], [1.023, -5.028, -2.275], [1.294, -3.651, -1.430], [2.753, -3.048, -1.983], [2.949, -1.450, -1.631], [1.856, -0.454, -2.338], [2.438, 1.380, -2.486], [-4.947, -4.504, -1.208], [-3.642, -3.130, -1.182], [-4.440, -3.656, -2.832], [-1.802, -3.423, -2.321], [-1.352, -4.333, -0.732], [-0.733, -6.431, -2.660], [-0.701, -5.027, -3.917], [1.412, -5.969, -1.657], [1.687, -5.019, -3.265], [0.520, -2.792, -1.610], [1.466, -3.929, -0.302], [2.881, -3.181, -3.149], [3.582, -3.642, -1.390], [4.017, -1.154, -2.069], [3.035, -1.335, -0.467], [1.465, -0.906, -3.360], [0.894, -0.417, -1.632], [1.317, 2.141, -3.046], [2.728, 1.893, -1.169], [3.534, 1.478, -3.424], [-0.877, 3.377, -1.035], [0.041, 4.038, -1.896], [-0.574, 4.570, -3.076], [-0.596, 6.105, -3.031], [-1.544, 6.596, -2.022], [-1.425, 8.033, -1.753], [-0.095, 8.533, -1.155], [0.152, 8.077, 0.177], [0.751, 6.791, 0.256], [-0.303, 2.859, -0.261], [-1.538, 4.096, -0.545], [-1.466, 2.636, -1.580], [-1.577, 4.157, -3.243], [0.051, 4.259, -3.919], [-0.884, 6.491, -4.015], [0.421, 6.444, -2.812], [-1.391, 6.095, -1.153], [-2.226, 8.282, -1.047], [-1.637, 8.587, -2.675], [-0.165, 9.625, -1.083], [0.765, 8.334, -1.804], [1.421, 6.588, -0.583], [-0.021, 6.024, 0.330], [1.337, 6.747, 1.180], [0.651, -3.423, 6.720], [-0.505, -3.738, 5.954], [-1.439, -2.655, 5.868], [-1.477, -2.084, 4.443], [-0.239, -1.360, 4.124], [-0.108, -1.015, 2.705], [-0.019, -2.180, 1.698], [1.176, -2.953, 1.809], [1.124, -3.979, 2.791], [1.217, -4.346, 6.877], [1.292, -2.718, 6.185], [0.378, -3.016, 7.696], [-1.235, -1.872, 6.611], [-2.423, -3.075, 6.098], [-2.328, -1.400, 4.351], [-1.631, -2.920, 3.755], [0.556, -1.933, 4.388], [0.811, -0.422, 2.615], [-0.935, -0.354, 2.421], [0.009, -1.736, 0.696], [-0.906, -2.822, 1.713], [0.122, -4.401, 2.905], [1.496, -3.602, 3.744], [1.799, -4.782, 2.478]],
  "atomic_forces_ev_per_a": [[-1.11, 0.38, 1.06], [1.08, 2.50, 0.28], [-0.03, 1.49, -1.23], [-0.84, -1.65, 0.25], [0.10, -0.16, -0.63], [1.84, -0.15, -0.86], [-0.47, 0.33, 0.68], [1.66, -0.24, -0.41], [-1.19, -1.14, 1.12], [-1.43, -1.54, -0.50], [1.94, 0.78, -1.36], [-0.65, -2.08, -1.32], [1.04, -0.94, 1.67], [0.52, -2.11, 1.05], [-0.52, -0.70, -1.93], [0.36, 2.53, -0.25], [0.45, -0.23, 2.68], [-0.99, 2.16, -1.22], [-1.42, 0.02, 2.16], [1.06, -1.94, 0.50], [-0.77, 1.01, -2.20], [-0.29, 0.13, 2.40], [-1.43, 1.31, -1.51], [-2.13, -0.60, 0.95], [-0.53, 0.07, -2.22], [1.08, 1.30, 1.87], [1.98, 0.19, -1.56], [1.18, -0.44, 0.67], [0.03, -0.24, -1.08], [-0.63, 0.10, 0.95], [0.24, 0.10, 0.15], [-0.20, -0.49, -0.07], [0.20, 0.73, -0.25], [-0.39, -0.40, 0.49], [0.34, -0.16, -0.31], [0.06, -0.07, 0.35], [-0.47, 0.35, 0.15], [0.24, -0.23, -0.59], [-0.10, 0.37, 0.47], [0.01, 0.13, -0.06], [-0.13, -0.17, -0.03], [-0.14, 0.03, -0.01], [0.11, 0.09, 0.24], [-0.01, 0.05, -0.06], [0.00, -0.03, 0.08], [0.19, -0.06, -0.20], [-0.03, 0.12, -0.14], [0.16, 0.06, -0.09], [0.10, -0.08, 0.04], [-0.01, -0.16, 0.05], [0.02, -0.20, 0.05], [-0.09, 0.00, -0.08], [0.07, -0.25, -0.12], [-0.08, 0.11, -0.12], [-0.08, -0.36, -0.16], [0.08, 0.52, 0.23], [-0.22, -0.22, -0.51], [0.48, 0.00, 0.49], [-0.27, -0.12, -0.29], [0.27, -0.29, 0.27], [0.28, 0.38, -0.07], [-0.58, 0.20, -0.03], [0.41, -0.15, -0.05], [-0.17, 0.10, -0.08], [0.08, 0.15, 0.15], [0.05, 0.08, -0.01], [0.16, -0.11, -0.18], [0.04, 0.05, -0.03], [0.08, -0.01, 0.00], [-0.22, -0.12, 0.05], [-0.14, 0.11, 0.02], [-0.05, -0.06, -0.11], [-0.05, -0.13, 0.02], [0.05, -0.03, -0.01], [0.06, -0.08, 0.17], [0.02, 0.13, 0.06], [-0.17, -0.15, 0.15], [-0.09, 0.13, -0.05]],
  "mulliken_charge": [-0.513, -0.418, -0.001, -0.643, -0.529, 0.567, -0.845, -0.545, -0.448, 0.139, 0.244, 0.200, 0.234, 0.244, 0.066, 0.256, 0.267, 0.319, 0.205, -0.041, -0.239, 0.324, 0.295, 0.383, 0.274, 0.443, 0.165, 0.139, 0.220, 0.216, -0.848, -0.228, -0.844, -0.294, -0.317, -0.660, -0.473, -0.422, -0.512, 0.227, 0.352, 0.387, 0.433, 0.397, 0.419, 0.171, 0.059, 0.371, 0.390, 0.351, 0.334, 0.252, 0.146, 0.339, -0.700, -0.337, -0.821, -0.113, -0.293, -1.067, 0.151, -0.412, -0.624, 0.236, 0.292, 0.341, 0.401, 0.406, 0.380, 0.126, 0.086, 0.411, 0.428, 0.042, 0.239, 0.341, 0.135, 0.340]
}